The following is a quantum chemistry calculation of a structure of composition C26H41HfN2O, from OMol25.

Geometry as XYZ:
```
71
Properties=species:S:1:pos:R:3:lowdin_charge:R:1
C 0.557 2.753 0.204 -0.311
C -0.265 2.321 1.301 -0.309
C -1.562 2.030 0.792 -0.273
C -1.509 2.085 -0.636 -0.309
C -0.202 2.564 -1.007 -0.330
Hf 0.151 0.365 -0.185 1.644
C -0.399 -2.769 -1.663 -0.388
C 0.632 -1.867 -1.883 -0.211
H 1.667 -2.226 -1.799 0.110
C 0.446 -0.443 -2.231 -0.275
H -0.437 -0.213 -2.852 0.055
H 1.340 0.002 -2.695 0.035
C -0.107 -4.231 -1.453 -0.063
H 0.841 -4.385 -0.931 0.081
H -0.904 -4.710 -0.876 0.078
H -0.043 -4.769 -2.409 0.094
C -1.819 -2.477 -2.054 -0.048
H -2.051 -1.414 -2.174 0.063
H -2.093 -2.958 -3.007 0.103
H -2.513 -2.868 -1.303 0.085
C 0.112 2.363 2.741 -0.026
H 1.190 2.199 2.867 0.078
H -0.139 3.333 3.196 0.101
H -0.411 1.583 3.313 0.089
C -2.765 1.896 1.656 -0.031
H -2.683 1.017 2.310 0.083
H -2.882 2.778 2.306 0.102
H -3.681 1.798 1.063 0.085
C -2.651 1.907 -1.578 -0.022
H -3.343 1.126 -1.233 0.073
H -3.229 2.840 -1.679 0.103
H -2.303 1.624 -2.581 0.080
C 0.202 2.994 -2.376 -0.034
H -0.256 2.369 -3.153 0.080
H -0.107 4.035 -2.560 0.103
H 1.290 2.944 -2.511 0.069
C 1.765 3.602 0.378 -0.031
H 2.201 3.905 -0.580 0.078
H 1.504 4.523 0.924 0.106
H 2.538 3.092 0.969 0.079
C -1.265 -1.165 0.567 -0.264
C -0.666 -2.396 0.778 -0.220
C -2.659 -1.100 0.771 -0.138
C -1.272 -3.411 1.529 -0.078
H 0.420 -2.426 0.582 0.070
C -3.317 -2.126 1.469 -0.077
H -3.251 -0.250 0.404 0.074
C -2.610 -3.258 1.891 -0.078
H -0.684 -4.280 1.837 0.112
H -4.385 -2.013 1.707 0.111
H -3.096 -4.015 2.506 0.107
C 2.700 -1.543 2.379 -0.001
N 3.688 -0.893 1.515 -0.091
C 5.044 -1.438 1.551 -0.020
C 3.274 -0.062 0.565 -0.383
O 1.979 0.054 0.393 -0.149
N 4.099 0.630 -0.227 -0.094
C 5.445 1.053 0.150 -0.029
C 3.583 1.208 -1.468 -0.002
H 3.251 -1.979 3.219 0.101
H 2.153 -2.346 1.858 0.095
H 1.967 -0.818 2.759 0.100
H 5.416 -1.674 0.543 0.107
H 5.748 -0.750 2.040 0.093
H 5.003 -2.363 2.131 0.099
H 6.215 0.360 -0.216 0.102
H 5.617 2.027 -0.317 0.100
H 5.525 1.170 1.235 0.098
H 2.820 1.977 -1.262 0.060
H 4.428 1.684 -1.975 0.107
H 3.164 0.427 -2.118 0.089
```

Output
* charge: +1
* highest occupied orbital energy: -9.7 eV
* largest force on an atom: 0.067 Eh/bohr